{"formula": "C31H57N6RhS2Si4", "method": "ωB97M-V with the def2-TZVPD basis set", "molar_mass_g_mol": 793.22, "homo_energy_ev": [-5.5, -6.3], "lumo_ev": [0.480, -1.446], "gap_ev": [5.98, 4.90], "e_above_lowest_kj_mol": 143.07, "total_charge": 0, "spin_multiplicity": 5, "s2": 6.0117, "symbols": ["Rh", "S", "S", "Si", "Si", "Si", "Si", "N", "N", "N", "N", "N", "N", "C", "C", "C", "C", "C", "C", "C", "C", "C", "C", "C", "C", "C", "C", "C", "C", "C", "C", "C", "C", "C", "C", "C", "C", "C", "C", "C", "C", "C", "C", "C", "H", "H", "H", "H", "H", "H", "H", "H", "H", "H", "H", "H", "H", "H", "H", "H", "H", "H", "H", "H", "H", "H", "H", "H", "H", "H", "H", "H", "H", "H", "H", "H", "H", "H", "H", "H", "H", "H", "H", "H", "H", "H", "H", "H", "H", "H", "H", "H", "H", "H", "H", "H", "H", "H", "H", "H", "H"], "xyz": [[1.032009, -0.541557, 0.024404], [3.465590, -0.205655, -0.083743], [-1.466695, -0.608974, 0.115407], [-4.056826, 0.472887, -1.974925], [-4.338359, 1.144260, 2.062073], [-3.086082, 0.893959, 0.104621], [-1.635456, 5.165601, -0.364285], [0.085085, -5.044740, -0.740220], [1.114465, -2.876870, -0.299021], [1.731969, -4.830086, 1.038780], [2.426801, -4.681929, -1.285971], [0.743613, -0.061801, 2.312459], [1.052799, 1.787156, -0.028155], [2.194654, -3.239562, -1.249516], [-0.107839, -3.597093, -0.708816], [-3.448256, 5.616316, -0.575197], [-1.492117, -1.072711, 1.845545], [-5.355618, 2.686484, 1.691928], [-2.557397, -1.860313, 2.281631], [0.236499, 2.155038, 1.137748], [0.496474, -5.482673, 0.598140], [-0.587682, -1.164779, 4.063003], [-0.714018, 5.565600, -1.951050], [2.786080, -5.127236, 0.062476], [-1.656929, -1.936955, 4.490581], [0.378890, 2.096555, -1.318341], [-4.714945, -1.273012, -2.111499], [4.889547, 3.567802, 0.064851], [4.774805, 2.192274, 0.014855], [-2.712550, 0.749861, -3.249032], [-2.643091, -2.305451, 3.591164], [3.750872, 4.368320, 0.089516], [-0.924731, 6.127973, 1.085227], [1.927609, -0.495565, 3.080596], [0.668622, 1.423268, 2.394471], [1.508610, -3.385725, 1.037968], [-3.242109, 1.523614, 3.529802], [2.387135, 2.368499, 0.027768], [-5.465602, 1.679475, -2.260750], [3.524923, 1.546615, -0.007458], [-0.460222, -0.746153, 2.739507], [1.179090, -5.343595, -1.670982], [-5.586632, -0.168223, 2.554204], [2.511460, 3.756775, 0.064608], [2.962053, -6.204024, 0.046732], [-2.557570, 2.348836, 3.313863], [-5.425730, -1.484591, -1.308721], [-6.080245, 2.841422, 2.496872], [-5.135367, -1.142498, 2.738789], [-3.467774, -2.935584, 3.898859], [-3.057108, 0.492241, -4.254070], [0.284716, 5.126396, -1.979675], [-1.709014, -2.256999, 5.523366], [-1.593579, 6.066423, 1.947190], [0.710474, -3.149117, 1.744852], [0.315392, 3.226807, 1.362436], [-6.346374, -0.285915, 1.776853], [3.106080, -2.721320, -0.957776], [1.971755, -0.024956, 4.069837], [0.648445, -6.563148, 0.585117], [-6.086480, 0.157627, 3.470150], [3.703084, -4.622058, 0.368508], [0.174130, -0.894709, 4.780635], [5.872434, 4.023890, 0.075471], [-1.834318, 0.135970, -3.026346], [0.055779, 5.760887, 1.397018], [-3.871737, 1.816294, 4.375390], [1.675557, 1.767147, 2.636559], [-0.814700, 7.184938, 0.818434], [-4.729716, 3.579140, 1.621750], [0.203157, 1.190594, -1.895135], [-2.394343, 1.795842, -3.252110], [2.424884, -2.874673, 1.334610], [1.613097, 4.367801, 0.061994], [-0.398274, -3.250464, -1.702382], [5.662162, 1.572698, -0.015113], [-0.907331, -3.357867, -0.006158], [-3.883616, 5.106662, -1.437876], [-5.228040, -1.413454, -3.066460], [1.903402, -2.898811, -2.244104], [-0.806420, 1.955003, 0.901689], [1.338805, -6.422778, -1.692524], [2.813453, -0.221804, 2.510411], [-1.268785, 5.193466, -2.815597], [-3.554234, 6.695576, -0.732347], [-0.583816, 2.586938, -1.142882], [-5.120829, 2.715316, -2.202092], [-6.254986, 1.547300, -1.515755], [1.912306, -1.576145, 3.203589], [-0.299989, -5.247310, 1.307216], [-4.036008, 5.347765, 0.304467], [0.010363, 1.716707, 3.220737], [3.830002, 5.447512, 0.118964], [-3.904996, -2.003363, -2.043618], [-0.606595, 6.650268, -2.060233], [0.998205, 2.763946, -1.916265], [-2.650866, 0.656012, 3.833025], [-5.909808, 1.525196, -3.248011], [0.894464, -5.010463, -2.670598], [-3.318542, -2.130211, 1.558498], [-5.913453, 2.595072, 0.755498]], "forces_ev_per_a": [[0.4, 0.0, -0.3], [0.0, 0.0, -0.1], [-0.2, 0.1, 0.4], [-0.1, 0.2, -0.2], [-0.2, 0.3, 0.2], [0.2, -0.4, -0.1], [-0.1, 0.1, 0.0], [0.0, 0.0, 0.0], [0.1, -0.1, 0.3], [0.0, 0.0, 0.0], [0.0, 0.0, 0.0], [-0.3, -0.1, 0.1], [-0.2, 0.3, -0.2], [-0.1, -0.1, 0.0], [0.0, 0.0, 0.0], [-0.1, 0.0, 0.0], [0.0, -0.1, 0.0], [0.0, 0.0, -0.1], [0.1, 0.0, 0.0], [0.1, -0.1, 0.0], [0.0, 0.0, 0.0], [0.0, 0.0, 0.1], [0.0, 0.0, 0.0], [0.0, 0.0, 0.0], [0.0, 0.0, 0.0], [0.1, 0.2, 0.1], [0.0, -0.1, 0.2], [0.0, 0.0, 0.0], [0.0, 0.0, 0.0], [0.1, 0.0, 0.0], [0.0, 0.0, -0.1], [0.0, 0.0, 0.0], [0.0, 0.0, 0.1], [0.0, 0.0, 0.0], [0.1, 0.0, 0.0], [0.0, -0.2, -0.1], [0.2, -0.1, 0.0], [0.1, -0.2, 0.0], [0.0, 0.1, 0.1], [-0.1, 0.0, 0.1], [0.1, 0.1, 0.0], [0.0, 0.0, 0.0], [0.0, -0.2, -0.2], [0.0, 0.0, 0.0], [0.0, 0.0, 0.0], [0.0, 0.0, 0.0], [0.0, 0.0, 0.0], [0.0, 0.0, 0.0], [0.0, 0.0, 0.0], [0.0, 0.0, 0.0], [0.0, 0.0, 0.0], [0.0, 0.0, 0.0], [0.0, 0.0, 0.0], [0.0, 0.0, 0.0], [0.0, 0.0, 0.0], [-0.1, 0.0, 0.0], [0.0, 0.0, 0.0], [0.0, 0.0, 0.0], [0.0, 0.0, 0.0], [0.0, 0.0, 0.0], [0.0, 0.0, 0.0], [0.0, 0.0, 0.0], [0.0, 0.0, 0.0], [0.0, 0.0, 0.0], [0.0, 0.0, 0.0], [0.0, 0.0, 0.0], [0.0, 0.0, 0.0], [0.0, 0.0, 0.0], [0.0, 0.0, 0.0], [0.0, 0.0, 0.0], [0.0, -0.1, 0.0], [0.0, 0.0, 0.0], [0.0, 0.0, 0.0], [0.0, 0.0, 0.0], [0.0, 0.0, 0.0], [0.0, 0.0, 0.0], [0.0, 0.0, 0.0], [0.0, 0.0, 0.0], [0.0, 0.0, 0.0], [0.0, 0.0, 0.0], [0.0, 0.0, 0.0], [0.0, 0.0, 0.0], [0.0, 0.0, 0.0], [0.0, 0.0, 0.0], [0.0, 0.0, 0.0], [0.0, 0.0, 0.0], [0.0, 0.0, 0.0], [0.0, 0.0, 0.0], [0.0, 0.0, 0.0], [0.0, 0.0, 0.0], [0.0, 0.0, 0.0], [0.0, 0.0, 0.0], [0.0, 0.0, 0.0], [0.0, 0.0, 0.0], [0.0, 0.0, 0.0], [0.0, 0.0, 0.0], [0.0, 0.1, 0.0], [0.0, 0.0, 0.0], [0.0, 0.0, 0.0], [0.0, 0.0, 0.0], [0.0, 0.0, 0.0]], "lowdin_spin": [1.6465, 0.0812, 0.1557, 0.0817, 0.0920, 0.5537, 0.5516, 0.0027, 0.0360, -0.0001, 0.0020, 0.0501, 0.0598, 0.0066, 0.0043, 0.1021, 0.0054, 0.0079, 0.0086, 0.0369, 0.0001, 0.0025, 0.0889, 0.0001, 0.0051, 0.0394, 0.0275, 0.0004, 0.0051, 0.0022, 0.0016, 0.0017, 0.0933, 0.0027, 0.0045, -0.0014, 0.0009, 0.0055, 0.0035, 0.0108, 0.0057, 0.0002, 0.0281, 0.0017, 0.0001, 0.0010, 0.0010, 0.0000, 0.0001, 0.0000, -0.0003, 0.0021, 0.0003, 0.0002, -0.0005, 0.0111, 0.0003, 0.0002, 0.0013, 0.0000, 0.0042, 0.0000, 0.0003, 0.0000, 0.0006, 0.0023, -0.0003, 0.0003, 0.0150, 0.0027, 0.0077, 0.0009, -0.0004, 0.0010, 0.0005, 0.0019, 0.0012, 0.0011, 0.0041, 0.0026, 0.0385, 0.0000, 0.0013, -0.0001, 0.0165, 0.0449, 0.0010, 0.0005, 0.0000, 0.0000, 0.0018, 0.0009, 0.0002, 0.0002, 0.0145, 0.0004, 0.0001, 0.0001, 0.0000, 0.0013, 0.0004]}

=====

{"formula": "C3H12FNO7V", "method": "ωB97M-V with the def2-TZVPD basis set", "molar_mass_g_mol": 244.07, "homo_energy_ev": [-8.6, -8.6], "lumo_ev": [-0.729, -0.209], "gap_ev": [7.84, 8.36], "e_above_lowest_kj_mol": 95.39, "total_charge": 0, "spin_multiplicity": 2, "s2": 0.7794, "symbols": ["V", "F", "O", "O", "O", "O", "O", "O", "O", "N", "C", "C", "C", "H", "H", "H", "H", "H", "H", "H", "H", "H", "H", "H", "H"], "xyz": [[-0.071366, 0.877611, 0.197810], [1.224194, 2.331361, 1.126630], [-1.098846, -0.662279, -1.137500], [-1.925816, -2.517709, -1.714210], [-1.288376, 1.828341, 0.119340], [-1.192486, 0.228151, 2.027210], [0.889344, 1.579591, -1.840430], [1.531524, -0.654009, 0.827970], [-3.083386, -0.767399, -1.862000], [-2.028416, -1.304709, -1.531980], [-2.623356, 0.398551, 2.148240], [1.569694, -2.025699, 0.500790], [2.308514, 1.227211, -2.021590], [2.064194, -2.615019, 1.272970], [-3.107936, -0.518949, 2.482110], [2.295844, -0.414449, 1.357130], [2.721154, 0.782851, -1.115850], [-3.125816, 0.682021, 1.223430], [2.815044, 2.187441, -2.118990], [0.624994, 2.112441, -2.593940], [-0.915126, -0.124929, 2.875750], [-2.833586, 1.198161, 2.858540], [2.620584, 0.720951, -2.935040], [0.561364, -2.394909, 0.313590], [2.068074, -2.154619, -0.459990]], "forces_ev_per_a": [[-0.8, 2.7, 0.1], [-1.4, -2.6, -1.2], [5.4, 3.4, 2.9], [1.0, -0.7, 0.6], [0.9, -0.4, -0.4], [-0.3, -0.3, -0.4], [1.2, -1.6, 0.5], [-0.6, 0.9, 0.2], [-0.3, 1.2, 0.4], [-4.7, -3.1, -2.8], [-0.8, 0.3, 0.2], [-0.1, -1.1, -0.9], [0.2, 1.9, 0.1], [-0.1, 0.1, 0.0], [0.3, -0.1, 0.1], [0.0, 0.4, 0.0], [-0.5, -0.2, -0.2], [0.7, -0.1, -0.2], [0.2, 0.1, 0.3], [-0.4, 0.0, 0.2], [0.5, 0.0, -0.1], [0.1, 0.0, 0.1], [-0.9, -0.7, 0.1], [-0.1, 0.2, 0.3], [0.3, -0.1, 0.1]], "lowdin_spin": [1.1671, 0.0170, 0.0089, 0.0022, -0.2143, 0.0103, 0.0050, 0.0018, 0.0017, 0.0005, -0.0005, 0.0001, 0.0001, 0.0000, 0.0000, 0.0001, -0.0001, -0.0003, 0.0002, -0.0001, 0.0002, 0.0001, 0.0000, 0.0000, 0.0000]}

=====

{"formula": "C38H37F7N3O9PS2", "method": "ωB97M-V with the def2-TZVPD basis set", "molar_mass_g_mol": 907.82, "homo_energy_ev": -8.9, "lumo_ev": -1.112, "gap_ev": 7.76, "total_charge": 0, "spin_multiplicity": 1, "symbols": ["S", "S", "P", "F", "F", "F", "F", "F", "F", "F", "O", "O", "O", "O", "O", "O", "O", "O", "O", "N", "N", "N", "C", "C", "C", "C", "C", "C", "C", "C", "C", "C", "C", "C", "C", "C", "C", "C", "C", "C", "C", "C", "C", "C", "C", "C", "C", "C", "C", "C", "C", "C", "C", "C", "C", "C", "C", "C", "C", "C", "H", "H", "H", "H", "H", "H", "H", "H", "H", "H", "H", "H", "H", "H", "H", "H", "H", "H", "H", "H", "H", "H", "H", "H", "H", "H", "H", "H", "H", "H", "H", "H", "H", "H", "H", "H", "H"], "xyz": [[-4.414397, 1.737810, 0.007483], [2.837849, 1.404986, -3.721004], [-0.280935, 1.087594, -4.345629], [4.825015, -0.375136, -6.142545], [6.294177, -1.450455, -4.993836], [6.606779, 0.308450, -3.238438], [4.812933, 2.851987, -4.120591], [5.004131, 1.849523, -2.231684], [4.287407, -1.249169, -4.215007], [6.405816, 1.363661, -5.127768], [-0.101285, -3.828471, -0.481951], [2.271790, 2.645209, -3.276423], [0.187444, 2.481417, 6.656845], [-4.257236, -3.289630, -3.807717], [2.738113, 1.085606, -5.118995], [-4.603256, 3.253315, 2.268496], [-1.940883, -1.165244, -4.053690], [3.982214, 0.320307, -0.151129], [-6.231469, -2.756717, -2.873147], [-1.554370, 1.646376, -3.593615], [-4.165294, 1.787163, 3.836733], [-4.112596, 1.144639, 2.607399], [3.700953, -0.992160, 1.881367], [6.171618, -0.805234, 1.230261], [4.680173, 1.665194, -3.509496], [-4.308337, -0.143034, -2.767587], [3.932190, -0.644005, -1.194851], [-3.728705, -0.965519, -1.646072], [1.728109, -1.668256, -1.204490], [-3.906799, -2.056491, 0.503944], [0.406242, -1.785163, -1.574175], [-4.447631, 3.010350, 3.579321], [3.248808, -0.035664, 0.971347], [-0.498591, -2.760259, -0.891570], [0.668106, 0.009462, -3.170610], [-0.958959, 2.770156, 6.906540], [5.495171, -2.454004, 2.982683], [-1.556383, -1.176052, -2.908386], [-4.975212, -0.991974, -3.892241], [1.650072, -0.587945, 3.137691], [1.216461, 0.368728, 2.226447], [-5.238180, -2.408039, -3.464468], [2.019231, 0.115276, -2.787083], [-2.635062, -2.582801, 0.386659], [2.853705, -1.245818, 2.959020], [-5.986270, 0.826588, -0.100393], [-4.462797, -1.245249, -0.484355], [5.033264, -1.714923, 1.726469], [5.728865, 0.673221, -4.194389], [2.045208, 0.627258, 1.142759], [-2.113566, 1.921147, 6.436165], [2.547707, -0.713181, -1.781008], [-1.304433, 4.006587, 7.704853], [-2.434206, -1.463712, -1.740203], [-0.109733, -0.961800, -2.560686], [5.244935, -0.628717, -4.914846], [-0.076631, 1.106702, 2.406707], [-1.889388, -2.270465, -0.735913], [-5.850712, -0.716981, -0.255329], [-4.372577, 2.042462, 1.719214], [1.755756, 1.367901, 0.407290], [-1.934245, 4.672471, 7.112360], [-0.940028, 0.463819, 2.227336], [-2.686828, 1.559485, 7.291549], [4.166412, -1.633794, -0.795703], [-4.567824, 3.798508, 4.300352], [-1.544186, 2.659058, -3.582511], [-4.078327, -3.846225, -3.038234], [0.560166, 2.079811, -4.829931], [2.127337, -2.301318, -0.424089], [4.719665, -0.410807, -1.889804], [-0.596808, 0.250791, -5.415018], [-2.769542, 2.500184, 5.792342], [4.889919, -2.496208, 0.971378], [-0.149779, 1.944970, 1.714886], [6.316354, -3.110410, 2.691223], [-3.501116, 0.448876, -3.197483], [-1.848368, 3.728788, 8.609022], [-6.584201, 1.256050, -0.898662], [-6.470320, -1.032389, -1.096436], [-6.519684, 1.020415, 0.825501], [4.734788, -3.097337, 3.414646], [-5.944393, -0.560918, -4.134188], [3.136596, -1.954929, 3.721168], [1.036382, -0.797548, 4.003942], [6.232884, -0.821070, 0.141953], [-5.063016, 0.547917, -2.409153], [7.133000, -1.175191, 1.581913], [-4.371409, -0.981756, -4.795059], [5.900825, -1.766985, 3.724539], [-4.487568, -2.259131, 1.393307], [-1.736352, 1.070641, 5.874260], [-0.172176, 1.513329, 3.413677], [-0.391796, 4.528891, 7.980800], [-2.213411, -3.196759, 1.169625], [-6.274419, -1.183574, 0.629187], [6.027121, 0.235537, 1.506931]], "forces_ev_per_a": [[-0.1, 0.6, -0.2], [-0.4, 0.6, -0.4], [-1.1, 0.6, 0.6], [-0.1, -0.1, 0.2], [-0.1, 0.0, 0.0], [-0.2, -0.1, 0.0], [-0.1, -0.1, -0.1], [-0.1, -0.2, 0.1], [0.0, 0.1, 0.0], [-0.1, 0.0, 0.1], [-0.1, 0.3, 0.1], [0.2, -0.1, 0.4], [0.0, 0.0, 0.0], [0.4, 0.6, 0.3], [0.1, -0.4, 0.1], [-0.1, 0.5, -0.2], [0.1, 0.0, 0.1], [0.2, 0.0, -0.2], [0.5, 0.1, 0.1], [0.3, -0.1, -0.2], [-0.1, -0.1, 0.0], [0.1, 0.0, 0.2], [0.2, 0.0, 0.1], [-0.1, -0.2, -0.5], [0.4, 0.2, 0.0], [0.1, -0.2, -0.3], [-0.1, -0.1, 0.4], [-0.3, 0.1, 0.0], [-0.2, 0.0, 0.0], [-0.1, 0.2, -0.1], [0.1, -0.1, 0.0], [0.0, -0.2, 0.3], [-0.1, 0.0, 0.0], [0.1, -0.2, 0.1], [0.6, 0.1, -0.7], [0.0, 0.0, 0.0], [0.3, -0.1, -0.3], [-0.2, 0.0, -0.1], [-0.2, 0.0, -0.3], [-0.2, 0.2, -0.1], [0.2, 0.0, 0.0], [-0.6, -0.3, 0.0], [-0.1, -0.5, 0.4], [0.0, -0.1, 0.0], [-0.1, 0.0, 0.2], [-0.1, -0.5, 0.4], [0.1, -0.3, 0.3], [0.0, 0.0, 0.0], [0.1, 0.1, -0.2], [-0.2, 0.1, 0.1], [0.3, -0.1, 0.1], [0.2, 0.2, -0.6], [0.2, 0.0, 0.0], [0.2, -0.1, 0.1], [-0.3, 0.0, 0.3], [0.3, 0.0, 0.0], [-0.2, 0.1, 0.0], [-0.1, 0.0, 0.0], [-0.1, 0.3, -0.5], [0.1, -0.9, -0.1], [0.0, 0.0, -0.1], [-0.1, 0.0, 0.0], [0.0, -0.1, 0.0], [-0.1, 0.1, 0.0], [0.0, 0.0, 0.0], [0.0, 0.2, -0.1], [0.0, 0.0, 0.2], [-0.4, -0.4, -0.2], [0.2, -0.2, -0.2], [0.0, -0.1, 0.0], [0.1, 0.2, -0.2], [0.5, -0.1, -0.1], [-0.1, 0.0, 0.1], [-0.1, 0.0, 0.0], [0.0, 0.0, -0.1], [0.1, 0.0, 0.0], [-0.1, 0.1, -0.1], [-0.1, 0.0, 0.0], [0.1, 0.1, -0.1], [-0.1, 0.0, 0.0], [0.0, 0.2, 0.0], [-0.1, 0.0, 0.1], [0.0, 0.0, 0.0], [0.1, -0.1, 0.0], [0.0, -0.1, 0.1], [0.0, 0.1, 0.0], [0.0, 0.0, 0.2], [0.0, 0.1, 0.2], [0.2, -0.1, 0.1], [-0.2, 0.1, 0.2], [0.0, 0.0, 0.1], [0.0, 0.0, 0.0], [0.0, -0.1, 0.1], [0.0, 0.0, 0.0], [0.1, -0.1, 0.0], [0.1, -0.1, 0.1], [0.1, 0.0, 0.3]], "lowdin_charge": [1.0207, 0.7612, 0.8233, 0.1945, 0.1841, 0.1474, 0.1247, 0.1378, 0.1726, 0.1606, 0.1404, -0.2676, 0.0656, 0.1019, -0.2857, 0.0573, 0.0918, -0.0556, 0.1089, -0.2536, 0.0599, 0.0711, -0.1179, -0.0482, -0.4446, -0.1050, -0.1391, -0.1335, 0.0714, 0.0046, -0.0460, -0.1926, -0.2344, -0.2743, -0.1992, -0.5049, -0.0801, -0.2880, -0.0609, -0.0309, -0.2569, -0.5121, -0.1691, 0.0189, -0.0183, -0.4062, -0.1988, -0.3501, -0.3350, 0.0372, -0.0292, -0.1326, -0.0259, -0.0271, -0.0760, -0.5531, -0.0389, -0.0820, -0.1648, -0.6964, 0.1326, 0.0806, 0.0748, 0.0893, 0.1243, 0.1342, -0.0207, 0.1253, 0.0041, 0.1444, 0.0982, 0.0231, 0.0442, 0.1279, 0.0770, 0.0805, 0.0759, 0.0834, 0.0721, 0.1087, 0.0774, 0.0664, 0.1221, 0.0984, 0.1152, 0.0660, 0.0855, 0.0776, 0.1156, 0.0921, 0.1198, 0.0779, 0.0740, 0.0801, 0.1263, 0.1128, 0.0918]}

=====

Number 3 is which compound?
C38H37F7N3O9PS2